5 unconnected molecules or ions with the total composition C20H40O10S5. Source: the Open Molecules 2025 dataset; level of theory: ωB97M-V/def2-TZVPD.

```
! wB97M-V def2-TZVPD RIJCOSX def2/J DEFGRID3
* xyz 0 1
S -5.083 0.128 1.949
S 2.920 -6.279 0.911
S 1.591 3.585 1.938
S -0.332 -0.968 -0.611
S -0.720 2.591 -3.734
O 0.113 3.342 1.816
O -1.467 3.686 -3.088
O -0.630 -1.972 0.429
O 1.822 -7.248 0.874
O 4.144 -6.390 0.108
O 0.453 1.904 -3.028
O -1.357 -0.526 -1.546
O -4.888 1.211 2.942
O -5.650 0.494 0.628
O 2.448 2.511 2.438
C -1.974 1.328 -5.932
C 2.368 -0.963 -0.623
C -0.220 3.146 -5.425
C 2.252 6.153 1.580
C 1.177 -1.429 -1.484
C 3.092 5.296 0.550
C 2.334 -5.129 3.256
C 3.320 -6.110 2.687
C 2.307 4.030 0.290
C -4.804 -2.334 3.115
C -3.807 -2.305 1.970
C 1.768 -4.188 2.199
C 2.016 5.217 2.765
C -1.352 2.731 -6.391
C 2.209 -4.568 0.724
C -3.490 -0.752 1.600
C 0.403 0.437 0.259
C 1.903 0.313 0.045
C -5.924 -1.318 2.832
C -1.972 1.343 -4.325
H 1.227 5.543 3.442
H 1.983 1.111 -0.693
H -5.055 -3.377 3.306
H 0.681 2.551 -5.575
H -0.999 2.765 -7.422
H 3.132 -4.135 0.340
H 0.689 -4.048 2.270
H 0.078 4.192 -5.353
H -6.553 -1.831 2.105
H 4.107 5.022 0.840
H 2.736 3.095 -0.072
H 1.051 -2.488 -1.713
H -0.030 0.290 1.248
H 1.014 -0.806 -2.363
H -2.937 1.792 -4.092
H -2.874 -2.867 2.013
H -4.275 -2.019 4.015
H 2.443 -1.663 0.209
H 0.002 1.391 -0.083
H 1.537 -5.757 3.654
H -2.134 3.490 -6.433
H 3.312 -7.094 3.154
H -1.686 0.413 -3.834
H 3.179 5.757 -0.434
H -4.415 -2.665 1.140
H 3.351 -0.961 -1.094
H 1.395 -4.633 0.002
H 4.319 -5.677 2.720
H -6.478 -0.982 3.709
H 2.956 5.076 3.300
H 2.741 -4.446 4.002
H -2.756 -0.325 2.283
H -1.149 0.784 -6.391
H -3.162 -0.560 0.578
H 2.997 6.838 1.983
H 2.061 -3.157 2.394
H -2.862 1.026 -6.488
H 1.428 6.606 1.029
H 2.542 0.518 0.905
H 1.435 4.265 -0.320
*
```

Computed properties:
- Kohn-Sham gap: 10.13 eV
- Energy relative to the best compared isomer or geometry (same formula, charge and spin): 286.7 kJ/mol
- Maximum force: 4.05 eV Å⁻¹
- LUMO: 0.34 eV
- Structure (SMILES): O=S1(=O)CCCC1.O=S1(=O)CCCC1.O=S1(=O)CCCC1.O=S1(=O)CCCC1.O=S1(=O)CCCC1